## A
27
Properties=species:S:1:pos:R:3 method="wB97M-V/def2-TZVPD" charge=+1 orbital_gap_ev=9.94
C 2.510 -2.713 0.219
C 2.260 -1.480 0.483
N 1.730 -0.481 0.877
P 1.173 0.917 0.169
C 1.875 1.108 -1.512
C 1.829 2.313 1.141
N -0.400 1.046 0.373
P -1.528 -0.139 0.343
C -3.126 0.713 0.288
C -1.583 -1.212 -1.148
N -1.159 -1.231 1.538
H 1.713 -3.443 0.019
H 3.427 -3.160 0.271
H 2.873 1.662 -1.358
H 1.840 0.200 -1.975
H 1.445 1.977 -2.033
H 2.880 2.366 1.176
H 1.581 3.246 0.581
H 1.379 2.276 2.052
H -3.049 1.257 -0.572
H -4.019 -0.075 0.096
H -3.327 1.246 1.212
H -1.847 -2.125 -0.843
H -2.325 -0.814 -1.967
H -0.492 -1.328 -1.589
H -1.905 -1.747 2.016
H -0.311 -1.037 2.002

---

## B
27
Properties=species:S:1:pos:R:3 method="wB97M-V/def2-TZVPD" charge=+1 orbital_gap_ev=10.01
C 2.914 -2.542 0.853
C 2.158 -1.529 0.875
N 1.504 -0.506 0.968
P 1.097 0.742 -0.100
C 1.953 0.583 -1.709
C 1.806 2.270 0.772
N -0.521 0.989 -0.057
P -1.848 0.010 0.020
C -3.173 0.602 1.102
C -2.615 -0.193 -1.695
N -1.362 -1.524 0.565
H 2.660 -3.619 0.814
H 4.012 -2.392 0.748
H 1.541 -0.101 -2.335
H 2.023 1.679 -2.002
H 3.003 0.256 -1.619
H 1.106 2.788 1.337
H 2.526 1.902 1.449
H 2.244 2.929 0.087
H -3.179 1.613 1.020
H -4.116 0.283 0.906
H -2.984 0.185 2.093
H -3.635 0.070 -1.625
H -2.078 0.402 -2.551
H -2.546 -1.200 -1.870
H -1.978 -2.170 0.784
H -0.513 -1.529 1.169

---

A has the most favorable energy; the next structure is 0.173 eV above.

---

## A
10
Properties=species:S:1:pos:R:3 method="wB97M-V/def2-TZVPD" charge=0 orbital_gap_ev=10.11
C 1.261 1.107 0.007
C 0.622 0.088 0.018
O -0.227 -0.907 0.113
C -1.606 -0.503 -0.038
H 1.802 1.918 -0.296
H -2.174 -1.291 0.222
H -1.638 -0.164 -1.024
H -1.924 0.182 0.628
I 4.669 -0.009 0.001
H 4.749 -1.594 0.026

---

## B
10
Properties=species:S:1:pos:R:3 method="wB97M-V/def2-TZVPD" charge=0 orbital_gap_ev="8.07 / 8.06"
C -0.547 1.977 -0.086
C -0.639 0.669 -0.121
C 1.148 -1.127 0.072
O 0.501 -2.209 -0.344
I -2.519 -0.332 -0.044
H -1.249 2.764 -0.131
H 0.456 2.231 -0.311
H 1.191 -1.077 1.178
H 1.993 -0.697 -0.492
H -0.335 -2.199 0.280

---

## C
10
Properties=species:S:1:pos:R:3 method="wB97M-V/def2-TZVPD" charge=0 orbital_gap_ev="6.59 / 6.61"
C 0.605 1.630 0.438
C 0.128 0.521 -0.023
C 0.324 -0.853 -0.529
O -0.009 -1.694 0.542
I -2.969 0.322 0.089
H 0.025 2.217 1.203
H 1.438 2.025 -0.007
H 1.470 -1.144 -0.644
H -0.176 -0.949 -1.412
H -0.837 -2.075 0.343

---

A has the most favorable energy; the next structure is 0.222 eV above.

---

## A
126
Properties=species:S:1:pos:R:3 method="wB97M-V/def2-TZVPD" charge=0 orbital_gap_ev=10.06
C -5.916 0.819 -2.044
C -4.575 0.133 -2.422
O -4.735 -1.102 -3.057
H -6.604 0.805 -2.889
H -5.786 1.852 -1.723
H -6.352 0.303 -1.188
H -3.905 0.062 -1.565
H -4.046 0.783 -3.119
H -3.882 -1.540 -3.111
C 0.408 0.331 3.091
C 0.803 1.086 4.388
O -0.237 1.041 5.345
H -0.493 0.736 2.629
H 0.354 -0.758 3.104
H 1.217 0.459 2.372
H 0.998 2.142 4.199
H 1.679 0.689 4.900
H -0.889 1.665 5.016
C -5.380 3.044 1.927
C -5.009 1.602 2.197
O -3.639 1.519 2.505
H -4.814 3.342 1.045
H -5.117 3.759 2.706
H -6.449 3.035 1.713
H -5.246 0.940 1.364
H -5.664 1.207 2.973
H -3.291 0.715 2.114
C -3.567 -3.550 -1.244
C -2.625 -3.978 -2.396
O -2.471 -2.829 -3.182
H -3.183 -2.762 -0.596
H -3.773 -4.389 -0.579
H -4.524 -3.189 -1.619
H -3.025 -4.793 -2.999
H -1.651 -4.290 -2.020
H -1.935 -3.052 -3.946
C -0.682 -4.858 1.928
C -0.716 -5.184 3.446
O -0.827 -6.585 3.474
H 0.053 -5.470 1.406
H -0.501 -3.801 1.732
H -1.603 -5.173 1.437
H -1.606 -4.779 3.928
H 0.144 -4.844 4.024
H 0.068 -6.925 3.399
C -1.398 -0.073 -4.757
C -1.014 1.297 -5.368
O -1.476 1.252 -6.726
H -0.877 -0.195 -3.807
H -1.030 -0.906 -5.356
H -2.480 -0.094 -4.632
H 0.073 1.261 -5.290
H -1.499 2.097 -4.810
H -1.522 2.169 -7.005
C 2.780 3.346 -3.287
C 1.253 3.756 -3.211
O 1.040 4.462 -1.992
H 2.835 2.675 -4.145
H 2.983 2.765 -2.388
H 3.565 4.102 -3.318
H 0.644 2.852 -3.256
H 0.907 4.329 -4.071
H 0.467 3.969 -1.400
C -3.117 -1.899 3.723
C -2.691 -2.104 2.303
O -3.445 -1.177 1.580
H -4.127 -2.283 3.867
H -3.090 -0.860 4.050
H -2.400 -2.343 4.414
H -2.865 -3.102 1.902
H -1.627 -1.899 2.185
H -4.368 -1.407 1.708
C 4.764 -0.154 -0.171
C 6.093 0.607 -0.088
O 6.870 0.045 0.923
H 4.207 -0.214 0.764
H 4.810 -1.120 -0.674
H 4.188 0.463 -0.860
H 5.888 1.643 0.180
H 6.691 0.715 -0.993
H 7.679 0.557 0.995
C -1.072 5.119 0.707
C -1.327 3.572 0.830
O -0.797 2.880 -0.240
H -1.549 5.662 1.523
H -1.478 5.447 -0.250
H -0.027 5.426 0.685
H -2.407 3.441 0.760
H -1.038 3.167 1.800
H -1.015 1.948 -0.172
C 3.230 2.881 1.503
C 3.975 2.268 2.660
O 3.573 2.808 3.903
H 3.428 3.948 1.393
H 2.158 2.692 1.541
H 3.578 2.449 0.565
H 5.053 2.384 2.550
H 3.888 1.185 2.566
H 4.108 2.414 4.596
C 0.877 0.051 -0.569
C -0.386 -0.769 -0.374
O -1.512 0.053 -0.107
H 0.902 0.600 -1.510
H 1.758 -0.590 -0.510
H 1.033 0.825 0.183
H -0.275 -1.379 0.522
H -0.605 -1.477 -1.174
H -2.249 -0.451 0.246
C 3.258 -0.137 -3.643
C 4.624 0.566 -4.028
O 5.693 -0.342 -4.053
H 3.364 -0.653 -2.689
H 2.982 -0.896 -4.376
H 2.446 0.590 -3.619
H 4.942 1.236 -3.229
H 4.621 1.099 -4.978
H 5.702 -0.652 -4.962
C 2.681 -2.804 2.024
C 3.949 -3.521 2.513
O 3.668 -4.395 3.527
H 2.325 -2.138 2.810
H 1.868 -3.508 1.842
H 2.765 -2.178 1.136
H 4.673 -2.791 2.875
H 4.395 -4.071 1.684
H 4.499 -4.708 3.891

---

## B
126
Properties=species:S:1:pos:R:3 method="wB97M-V/def2-TZVPD" charge=0 orbital_gap_ev=6.96
C 0.885 -4.211 -1.275
C 0.920 -2.877 -0.558
O -0.372 -2.603 0.060
H 1.839 -4.458 -1.741
H 0.203 -4.072 -2.113
H 0.480 -5.038 -0.691
H 1.185 -2.201 -1.370
H 1.706 -2.860 0.197
H -0.427 -1.648 0.139
C -2.150 -2.398 3.289
C -1.952 -1.660 1.961
O -0.879 -0.772 1.961
H -2.147 -1.670 4.100
H -1.437 -3.217 3.385
H -3.099 -2.925 3.391
H -2.924 -1.228 1.722
H -1.762 -2.454 1.239
H -1.085 -0.011 1.413
C -0.995 3.233 -0.831
C -0.696 4.155 -1.893
O -1.501 5.358 -1.676
H -2.046 3.201 -0.546
H -0.518 3.662 0.050
H -0.743 2.260 -1.253
H -1.146 3.665 -2.757
H 0.345 4.244 -2.204
H -0.875 6.027 -1.963
C 1.352 0.573 2.084
C 1.649 0.543 3.601
O 1.189 1.837 3.919
H 1.543 -0.376 1.583
H 1.748 1.434 1.546
H 0.267 0.635 1.995
H 2.683 0.458 3.936
H 1.076 -0.279 4.032
H 0.247 1.690 4.027
C -3.077 -2.472 -0.898
C -2.979 -0.963 -0.547
O -3.462 -0.861 0.745
H -2.389 -3.112 -0.346
H -3.147 -2.659 -1.970
H -4.106 -2.703 -0.621
H -3.403 -0.395 -1.375
H -1.938 -0.646 -0.477
H -3.544 0.089 0.856
C 0.068 3.332 1.574
C -0.063 3.702 2.978
O -1.342 3.435 3.423
H -0.435 2.389 1.357
H 1.086 3.280 1.187
H -0.425 4.061 0.931
H 0.334 4.707 3.117
H 0.590 3.051 3.559
H -1.671 3.859 4.219
C 0.137 0.972 0.038
C -0.060 -0.579 0.296
O -0.184 -1.190 -0.956
H -0.396 1.426 -0.797
H 1.191 1.130 -0.188
H -0.064 1.524 0.956
H -0.955 -0.612 0.916
H 0.701 -1.103 0.874
H -0.578 -0.671 -1.661
C -0.569 -2.218 -2.412
C -1.760 -1.976 -3.385
O -2.607 -1.022 -2.839
H 0.009 -3.088 -2.722
H -0.865 -2.490 -1.399
H 0.140 -1.389 -2.401
H -2.351 -2.874 -3.568
H -1.562 -1.758 -4.434
H -3.447 -1.169 -3.278
C 2.116 3.921 -1.337
C 1.809 2.801 -2.320
O 1.744 1.585 -1.571
H 3.082 3.817 -0.841
H 1.365 3.846 -0.551
H 2.066 4.929 -1.748
H 2.532 2.636 -3.119
H 0.824 2.889 -2.780
H 2.146 0.883 -2.088
C 2.466 -1.501 1.128
C 3.932 -1.929 0.944
O 4.046 -3.119 0.219
H 1.776 -1.507 0.285
H 2.538 -0.579 1.705
H 2.011 -2.201 1.829
H 4.434 -2.119 1.894
H 4.475 -1.189 0.356
H 4.137 -2.982 -0.727
C 2.466 -0.828 -1.430
C 2.943 -0.434 -2.845
O 2.943 0.991 -2.939
H 2.406 -1.908 -1.296
H 1.402 -0.616 -1.332
H 2.960 -0.264 -0.639
H 2.122 -0.727 -3.499
H 3.887 -0.861 -3.184
H 3.703 1.339 -3.410
C 0.293 0.622 -3.010
C -1.134 1.011 -2.697
O -1.593 0.102 -1.676
H 0.601 1.375 -3.735
H 0.393 -0.432 -3.272
H 1.029 0.907 -2.258
H -1.793 0.926 -3.561
H -1.251 2.070 -2.467
H -2.114 -0.537 -2.167
C 0.519 -2.915 2.003
C 0.992 -2.434 3.329
O 0.343 -1.242 3.695
H 0.827 -2.178 1.262
H -0.557 -2.974 2.168
H 0.932 -3.863 1.659
H 2.030 -2.114 3.238
H 1.053 -3.107 4.184
H -0.390 -1.117 3.087
C -2.160 1.038 1.994
C -2.306 1.292 0.458
O -3.739 1.443 0.284
H -1.096 0.914 2.195
H -2.783 0.289 2.485
H -2.366 1.946 2.561
H -1.911 0.507 -0.187
H -1.839 2.171 0.013
H -3.755 2.399 0.197

---

A has the most favorable energy; the next structure is 76.529 eV above.

---

## A
69
Properties=species:S:1:pos:R:3 method="wB97M-V/def2-TZVPD" charge=-1 orbital_gap_ev=6.75
Zn 13.030 17.322 10.056
C 8.390 13.308 13.339
N 9.542 12.357 13.347
P 10.631 12.314 14.710
C 9.413 11.962 16.137
C 9.227 10.702 16.597
C 8.190 10.434 17.594
C 7.518 11.510 18.125
C 7.705 12.788 17.587
C 8.634 13.035 16.596
C 11.124 13.986 15.086
C 11.220 14.893 14.038
C 11.500 16.258 14.225
C 11.819 16.676 15.499
C 11.842 15.746 16.532
C 11.514 14.400 16.381
P 9.836 11.081 12.203
C 8.528 9.826 12.642
C 8.377 8.662 11.930
C 7.366 7.729 12.239
C 6.538 7.934 13.336
C 6.796 9.051 14.110
C 7.699 10.020 13.695
C 8.925 11.846 10.788
C 9.535 13.059 10.390
C 8.878 13.903 9.553
C 7.591 13.620 9.140
C 7.024 12.449 9.475
C 7.712 11.467 10.280
H 7.777 13.064 14.164
H 7.920 13.315 12.370
H 8.839 14.321 13.381
H 9.798 9.826 16.198
H 8.007 9.411 17.869
H 6.802 11.323 18.860
H 7.141 13.592 18.034
H 8.863 14.064 16.210
H 11.146 14.507 13.031
H 11.601 17.007 13.456
H 12.063 17.732 15.620
H 12.097 16.187 17.536
H 11.558 13.657 17.178
H 8.998 8.405 11.073
H 7.193 6.873 11.612
H 5.801 7.183 13.747
H 6.185 9.211 14.971
H 7.795 10.863 14.348
H 10.470 13.329 10.758
H 9.434 14.825 9.285
H 7.018 14.282 8.463
H 6.060 12.233 9.176
H 7.222 10.602 10.601
C 12.820 13.120 8.534
As 13.031 13.191 6.584
C 12.809 11.219 6.314
C 11.167 13.824 6.082
H 11.734 13.037 8.694
H 13.194 14.050 8.954
H 13.333 12.223 8.951
H 13.406 10.852 5.484
H 11.778 10.752 6.119
H 13.190 10.680 7.186
H 10.803 13.384 5.155
H 11.023 14.920 6.128
H 10.510 13.419 6.852
O 14.967 18.244 11.026
N 15.163 18.820 9.941
O 14.450 18.375 9.001
S 11.393 15.968 10.523

---

## B
69
Properties=species:S:1:pos:R:3 method="wB97M-V/def2-TZVPD" charge=-1 orbital_gap_ev=7.19
Zn 0.745 0.156 -1.436
C -0.138 -2.956 1.710
N 0.258 -2.113 0.634
P -0.582 -0.792 0.296
C -0.665 0.425 1.689
C -0.015 1.647 1.545
C 0.066 2.565 2.567
C -0.567 2.273 3.767
C -1.197 1.058 3.945
C -1.222 0.120 2.938
C -2.370 -1.148 0.042
C -3.425 -0.525 0.671
C -4.756 -0.944 0.459
C -4.999 -2.014 -0.397
C -3.962 -2.625 -1.075
C -2.667 -2.195 -0.834
P 2.992 -0.438 -1.742
C 3.437 -2.209 -1.525
C 2.451 -3.163 -1.637
C 2.766 -4.521 -1.498
C 4.055 -4.902 -1.214
C 5.078 -3.958 -1.106
C 4.734 -2.609 -1.240
C 3.494 0.271 -0.140
C 3.132 -0.377 1.017
C 3.365 0.193 2.248
C 3.994 1.451 2.317
C 4.394 2.089 1.126
C 4.108 1.533 -0.124
H -1.225 -3.112 1.884
H 0.282 -2.639 2.706
H 0.234 -3.956 1.541
H 0.417 1.928 0.591
H 0.645 3.486 2.457
H -0.560 3.072 4.554
H -1.599 0.760 4.899
H -1.700 -0.832 3.124
H -3.347 0.375 1.224
H -5.568 -0.407 0.957
H -6.009 -2.282 -0.635
H -4.125 -3.411 -1.799
H -1.854 -2.720 -1.335
H 1.421 -2.876 -1.749
H 2.018 -5.287 -1.586
H 4.360 -5.922 -1.098
H 6.086 -4.233 -0.852
H 5.455 -1.840 -1.105
H 2.537 -1.267 0.990
H 3.083 -0.293 3.171
H 4.212 1.887 3.287
H 4.853 3.048 1.171
H 4.295 1.971 -1.129
C -4.454 3.058 -0.732
As -2.696 2.459 -1.305
C -2.025 4.307 -1.434
C -3.153 2.152 -3.250
H -5.013 3.473 -1.588
H -4.297 3.784 0.057
H -4.968 2.228 -0.323
H -2.744 4.956 -1.922
H -1.068 4.353 -1.961
H -1.822 4.683 -0.431
H -2.590 2.898 -3.808
H -4.202 2.275 -3.544
H -2.820 1.136 -3.629
O 0.002 1.308 -3.055
N 0.386 2.410 -2.622
O 0.955 2.379 -1.520
S 4.097 0.397 -3.203

---

B has the most favorable energy; the next structure is 1.538 eV above.